Density functional theory data (ωB97M-V/def2-TZVPD) for C4H6O2 in the gas phase.

Atoms and positions in Å:
C  -0.49230  0.24604  -0.05029
H  -1.33616  0.59609  -0.66908
H  0.73909  1.92356  -0.53014
O  -2.12289  -0.41614  1.58448
C  0.65168  1.14057  0.24041
C  -0.99119  -0.50523  1.17040
H  -0.22031  -1.08559  1.70802
O  1.44691  0.93559  1.12942
H  0.69082  -0.06221  -1.96583
H  -0.26702  -1.25688  -1.07075
H  1.39727  -0.98672  -0.55415
C  0.50409  -0.52907  -0.99248

Output
electronic energy = -8338.1802 eV
SMILES = CC(C=O)C=O
ΔE to the lowest compared entry with this formula, charge and spin = 220.1 kJ/mol
charge = 0
frontier orbital gap = 10.503 eV
lowest unoccupied orbital energy = 0.752 eV

***

Density functional theory data (ωB97M-V/def2-TZVPD) for 4 unconnected molecules or ions with the total composition C5H18NO4.

Atoms and positions in Å:
H  -1.71067  -0.41279  -3.60611
O  -1.16333  -0.48167  -0.22752
H  0.96088  2.32616  -0.89553
H  0.26925  -2.46535  1.85434
H  -2.27946  0.56919  -0.21679
N  1.34122  -1.62352  0.18910
H  -1.43868  1.17820  2.58901
H  1.97946  2.09595  -2.37008
H  -1.66742  0.29974  3.73335
O  -1.97318  1.15341  3.40084
H  2.12434  -0.37655  -1.70554
C  1.80244  1.78840  -1.33303
H  1.61577  -1.52345  2.26718
C  1.26975  -2.21009  1.50833
O  -2.24713  -0.96808  -3.01422
O  -2.94702  1.34432  -0.12803
H  1.86872  -3.12059  1.58706
H  1.87331  0.28249  0.91566
C  -0.29128  0.16447  0.60197
H  -0.40730  -0.02967  1.68323
H  2.73894  2.06652  -0.86289
H  -0.31706  1.25575  0.44353
H  -1.79479  -1.09935  -2.16272
H  0.56251  -1.95114  -0.36632
C  1.18740  -0.15713  0.19657
H  -3.26241  1.35657  -1.03871
H  0.48477  0.22542  -1.80710
C  1.42097  0.31277  -1.23558

Output
electronic energy = -15157.6562 eV
ΔE to the lowest compared entry with this formula, charge and spin = 5.7 kJ/mol
charge = -1
frontier orbital gap = 7.846 eV
lowest unoccupied orbital energy = 3.641 eV

***

Density functional theory data (ωB97M-V/def2-TZVPD) for 10 unconnected molecules or ions with the total composition C40H69FIN3O16S.

Atoms and positions in Å:
H  6.40466  1.80215  -4.42814
C  4.69451  -5.22531  2.55931
C  -1.62008  -1.86229  -3.35816
C  2.88690  -0.29282  1.36340
H  -2.21193  -0.41266  -5.15845
H  -10.56076  -1.73923  1.27665
C  1.09513  1.33982  1.03653
H  -4.56655  7.77268  -1.08440
I  -7.99770  3.66890  1.46747
C  8.50788  1.90661  1.52990
H  -0.86181  -1.79901  -5.51687
C  -0.45802  0.93776  0.56307
C  -5.44746  -8.98000  -1.09733
H  -0.99436  -0.49134  2.30885
C  3.78411  -1.31416  -3.63697
H  3.91859  0.18316  1.70998
C  2.90807  3.26391  -2.94090
C  1.60415  5.16190  -1.09577
H  -2.95503  7.40448  -0.87310
C  -2.62837  -3.15193  -3.24563
O  3.77482  -1.16781  -2.22885
H  0.80139  6.01153  -1.14992
H  1.03084  4.87940  -3.62818
H  8.06772  2.63260  2.21777
H  -2.90011  -2.55970  2.31648
H  -2.23244  -0.62943  0.86997
C  2.88271  -1.83117  2.02007
O  -0.36254  -1.68668  0.63190
H  -3.19444  -3.48331  -4.22442
C  6.15416  -0.44245  -0.18103
H  -6.55845  6.81330  1.15192
H  2.90222  -1.46210  -1.91666
C  -5.62972  1.15362  0.67109
H  9.76222  -2.83918  1.44821
H  6.23880  1.02358  -6.02357
H  -7.53823  4.56930  4.90945
C  1.86210  2.72942  0.51600
C  -9.80626  -1.27597  0.63647
C  -3.68662  -5.37418  0.86935
O  3.76838  -4.27859  3.05963
H  -2.68883  -4.30069  3.22417
H  7.10365  0.01693  -0.46634
C  -6.06743  3.92959  0.37726
H  4.75434  -0.99082  -4.02142
H  -1.18064  -3.35218  2.60392
C  -8.94883  5.88168  5.12612
O  -6.56394  6.62811  0.14816
H  5.36870  -0.10207  -0.85993
H  -0.39042  -0.25780  -4.51530
O  5.81993  -0.05737  1.13970
H  7.90186  1.85403  0.62233
N  -2.72731  1.67148  -0.91665
H  4.03692  3.36667  0.04149
H  8.58418  -1.39536  2.78188
O  -6.69323  0.75654  -2.42236
C  -0.51154  3.33153  -0.93426
C  -3.66330  2.83204  -0.66173
H  -5.03053  -9.07834  0.79359
H  -1.41883  -5.19972  1.02052
H  2.01543  -1.94671  2.82582
H  2.90410  -0.29856  0.19246
C  -3.27140  4.37198  -1.18500
H  9.99897  -3.85886  2.89158
H  2.86714  -2.66349  1.19710
H  3.92782  2.36178  1.65368
H  -9.14028  0.50706  0.26726
C  -0.86786  -1.38465  -1.96397
C  1.01706  3.72759  -0.49084
H  4.47740  -5.41182  1.50490
C  -2.85682  -3.97715  -1.80892
H  6.53446  -0.37284  1.71887
H  3.62312  -2.36333  -3.89633
H  8.35602  -3.61129  2.24464
H  -9.05333  6.96847  5.08534
S  -1.56791  4.47175  -2.04728
H  -3.67105  -6.01083  1.86445
C  -5.08853  2.60362  0.11504
H  9.52573  2.20665  1.26873
O  4.35627  5.51804  1.62574
N  -5.94941  0.54352  -1.46089
H  -4.68065  -4.74872  0.83283
H  3.81949  3.12746  -2.21736
O  1.73805  0.39859  1.96704
C  -1.09323  -2.20556  -0.53445
H  -3.10159  0.76324  -0.56421
H  -3.58820  -4.89635  -1.87770
H  -4.77371  -9.79683  -1.36716
H  5.70879  -4.83054  2.65594
H  3.98576  -4.13350  3.99622
C  -2.07183  -3.52334  -0.40624
O  -5.01085  -8.38585  0.11126
H  9.07763  0.70777  2.94314
C  1.94114  4.69741  -2.78432
H  4.60062  -6.15922  3.11900
C  -1.31024  1.94533  -0.44563
H  3.89335  -1.96011  2.63514
C  6.84482  1.07616  -5.11601
H  7.86267  1.37620  -5.37717
O  -7.60002  5.53875  4.86647
O  -9.81937  0.12379  0.84815
H  -6.15669  1.21632  1.71466
C  -2.31961  -4.42035  0.94325
N  -3.81383  7.10511  -1.42654
H  2.75700  2.63330  -3.92846
O  6.86995  -0.20047  -4.50453
F  2.43599  4.88999  2.95176
H  -3.62150  -6.17124  -0.01681
C  3.41152  4.57104  1.88360
C  9.33089  -3.14445  2.40477
H  2.63314  5.47791  -0.63742
C  -5.66004  5.46568  -0.14255
O  -6.66445  0.70084  -0.30377
C  -4.21777  5.69093  -0.95921
H  7.41457  -0.12268  -3.70276
H  -6.46472  -9.35891  -0.97147
H  2.99686  -0.69475  -4.07381
H  -0.13461  -0.47208  -2.01048
C  -1.10066  -0.48490  1.13271
H  6.23292  -1.53107  -0.23527
C  3.37943  3.16050  0.98700
O  9.18154  -2.01098  3.23979
O  8.53300  0.62998  2.14137
H  -8.82114  -1.67471  0.89102
O  3.43787  4.79470  -3.22482
H  -9.59345  5.42720  4.36990
H  -4.80969  0.31356  0.72484
C  -2.32326  -3.57720  2.34970
H  -9.23068  5.52792  6.12094
H  -10.03837  -1.48948  -0.40972
C  -1.28977  -1.01044  -4.73338
H  -5.43726  -8.22597  -1.88792

Output
electronic energy = -101440.2976 eV
SMILES = CCOc1c(CC(=O)F)c(C[C@@H]2CO2)c2c(c1COc1cc(C)ccc1C(C)C)Nc1c(CON=O)c(I)c(O)c(N)c1S2.CO.CO.CO.CO.CO.CO.CO.CO.CO
charge = 0
frontier orbital gap = 7.369 eV
lowest unoccupied orbital energy = -0.507 eV